21
Properties=species:S:1:pos:R:3:forces:R:3 method="wB97M-V/def2-TZVPD" e_tot_ha=-386.3815 homo_lumo_gap_ev=9.7195 total_charge=0 homo_energy_ev=-9.01
C -2.438 0.991 -0.068 -1.3 -1.7 -1.0
C -1.150 0.622 -0.821 -0.1 1.0 3.5
O -0.348 1.704 -0.418 1.7 1.7 -1.4
H -2.887 1.953 -0.314 0.1 0.0 -0.9
H -2.398 1.086 1.017 0.9 -0.6 0.0
H -3.128 0.182 -0.310 -0.8 0.2 0.2
H -1.147 0.433 -1.894 -0.5 0.0 0.0
H -0.589 -0.118 -0.249 -1.1 -1.1 -0.5
H -0.753 2.448 -0.870 0.4 0.6 0.2
C 1.717 -0.492 -1.385 -0.6 0.9 -0.3
O 2.195 -1.383 -0.408 3.8 0.1 -3.5
H 1.966 -0.712 -2.423 0.5 -0.4 0.1
H 0.629 -0.533 -1.330 0.6 -0.1 0.0
H 2.046 0.520 -1.148 -0.2 0.1 -0.2
H 3.044 -1.090 -0.067 0.6 0.0 -0.6
C 0.263 -0.799 2.023 1.4 -0.7 -0.2
O 0.852 -1.769 1.148 -3.8 -0.6 3.5
H 0.815 -0.837 2.962 -0.4 0.0 0.5
H 0.462 0.196 1.624 -0.5 0.4 -0.1
H -0.796 -0.999 2.182 0.1 0.1 -0.1
H 1.646 -1.402 0.750 -0.8 -0.1 0.6